[1]
ORCA calculation (ωB97M-V with the def2-TZVPD basis set) on a structure of composition C7H17ClI2N2OPSTc.

Structure (XYZ):
```
33
Properties=species:S:1:pos:R:3
I -0.08074 -2.80106 -1.90081
I 0.45512 -1.32795 -4.71067
Tc 0.12417 -0.38285 -1.04029
P 2.52502 -0.41500 -1.11052
C 3.16709 -1.56613 -2.36552
C 3.51136 1.07744 -1.41595
H 2.89957 -0.33900 1.32279
H 4.34253 -0.79328 0.36834
H 3.05927 -2.00131 0.68139
C 3.26855 -0.94609 0.48516
H 3.33451 1.86894 -0.67001
H 4.55480 0.72930 -1.35669
H 4.25519 -1.52517 -2.50969
H 2.67284 -1.27791 -3.33027
H 3.30218 1.45220 -2.42559
H 2.85252 -2.56880 -2.05558
C -1.48552 -0.23530 -1.96858
O -2.48978 -0.33170 -2.56221
Cl 0.46946 1.78664 -0.20548
C -4.01614 0.80765 0.55518
N -3.24354 -0.22050 1.18641
C -1.98674 0.05322 1.64617
S -0.73622 -1.03052 1.07151
N -1.84364 1.08799 2.47546
C -2.82363 1.31209 3.54716
H -4.23252 1.61430 1.28347
H -4.96081 0.37843 0.19183
H -3.43742 1.26209 -0.22497
H -3.37458 -1.12409 0.80024
H -0.85236 1.26766 2.72580
H -2.82698 0.53029 4.33662
H -2.57079 2.25423 4.01545
H -3.83278 1.40420 3.15987
```

- HOMO level (alpha / beta) (eV) = -19.622 / -19.679
- net charge = +3
- orbital gap (alpha / beta) (eV) = 5.4 / 5.5
- multiplicity = 4

***

[2]
ORCA calculation (ωB97M-V with the def2-TZVPD basis set) on a structure of composition C24H19IrNOS2Si.

Structure (XYZ):
```
49
Properties=species:S:1:pos:R:3
Ir 1.22752 -0.65704 -1.28201
S 3.31069 -0.82636 -0.43596
C 3.80090 0.79561 -0.04879
C 5.03084 1.02150 0.57989
C 5.39560 2.30984 0.89891
C 4.54633 3.38911 0.60496
C 3.33480 3.17328 -0.00700
C 2.96079 1.86316 -0.34052
S 1.46086 1.57196 -1.15757
H 5.68295 0.18876 0.80840
H 6.34682 2.49021 1.38087
H 4.84759 4.39626 0.85795
H 2.67522 3.99806 -0.24348
C -2.08640 3.33975 2.25473
C -1.04098 2.56527 2.74567
C -0.64673 1.42646 2.06629
C -1.28742 1.05483 0.87939
C -2.33621 1.84043 0.39621
C -2.73586 2.97803 1.08503
Si -0.80851 -0.49552 0.02284
C -1.09749 -2.03903 0.98410
C -2.41260 -2.28654 1.39889
C -2.71878 -3.42245 2.13078
C -1.71152 -4.31346 2.47722
C -0.40095 -4.06975 2.09307
C -0.09542 -2.94151 1.34597
C -1.19812 -0.54378 -1.80449
C -1.06525 0.60657 -2.61122
C -1.32912 0.55970 -3.97980
C -1.75084 -0.62062 -4.55276
C -1.91589 -1.77562 -3.77548
C -1.63193 -1.74370 -2.43451
H -2.39546 4.22757 2.79049
H -0.53797 2.85113 3.65983
H 0.16880 0.82748 2.45836
H -2.85064 1.56811 -0.51878
H -3.55258 3.57904 0.70795
H -3.20604 -1.58636 1.15715
H -3.73893 -3.60796 2.43909
H -1.94852 -5.19578 3.05683
H 0.38503 -4.75618 2.37880
H 0.93543 -2.75431 1.06639
H -0.82625 1.55858 -2.15553
H -1.21563 1.45174 -4.58024
H -1.96632 -0.65765 -5.61269
H -2.27039 -2.68786 -4.23634
H -1.76692 -2.63561 -1.83112
O 1.21592 -3.56844 -1.61597
N 1.21959 -2.44694 -1.50179
```

- HOMO level (eV) = -11.084
- net charge = +1
- orbital gap (eV) = 6.3

***

[3]
ORCA calculation (ωB97M-V with the def2-TZVPD basis set) on an isolated molecule of C6H7N.

Structure (XYZ):
```
14
Properties=species:S:1:pos:R:3
C -1.20664 -1.58370 0.55194
C 0.06923 -1.13926 0.80266
N 1.06991 1.19716 1.07456
C -0.00627 0.34148 1.11403
C -0.76394 -0.06912 -0.18015
C -0.06301 -0.06944 -1.44719
C 0.48271 1.12047 -1.82012
H -1.33860 -2.61115 0.24725
H 1.03730 -1.44877 0.42582
H 1.24129 1.56976 2.00468
H -0.73042 0.66914 1.85740
H -0.06534 -1.01679 -1.98412
H 0.96290 1.26771 -2.77458
H 0.49766 1.79814 -0.97241
```

- HOMO level (eV) = -7.550
- net charge = 0
- relative energy (zero: lowest compared OMol25 entry of this formula, charge and spin) (eV) = 8.323
- orbital gap (eV) = 5.9

***

[4]
ORCA calculation (ωB97M-V with the def2-TZVPD basis set) on a cluster of 2 separate species, C4H12NO3 in total.

Structure (XYZ):
```
20
Properties=species:S:1:pos:R:3
C 1.29018 -1.98321 -0.05364
C 0.37593 -0.80819 -0.08027
C 0.76526 0.36872 -0.90438
C 0.00387 1.61181 -0.94416
O 0.52625 2.55028 -0.15695
O -1.13662 1.68016 -1.38143
N 0.22015 -0.36162 1.40011
H 1.15348 -2.48511 0.93757
H 1.20347 -2.64724 -0.89358
H 2.38990 -1.93028 -0.11202
H -0.67276 -1.05894 -0.40864
H 1.95646 0.76561 -1.11546
H 0.77607 -0.08836 -1.93168
H 0.06602 3.48004 -0.20854
H -0.72474 0.13338 1.45096
H 0.38362 -1.08670 2.00900
H 0.84999 0.44001 1.55477
H -3.66198 -0.06329 0.20776
H -2.99023 1.17760 0.18056
O -2.77433 0.30532 0.45002
```

- HOMO level (eV) = -14.263
- net charge = +1
- relative energy (zero: lowest compared OMol25 entry of this formula, charge and spin) (eV) = 1.921
- orbital gap (eV) = 11.1